Here is a 5-piece molecular cluster, C26H54BFO11P overall at a distorted geometry from the Open Molecules 2025 dataset. Energies are from wB97M-V/def2-TZVPD.

Properties
M (u): 603.5
Net charge: -1
LUMO energy (eV): 1.840
Maximum force (eV/Å): 1.9
Frontier orbital gap (eV): 5.45

Last column: Mulliken charge in e.
Element x y z (Å)
1 C -0.067 6.493 1.001  -0.83
2 C -0.329 6.765 -0.511  -0.18
3 C 0.917 6.521 -1.397  -0.02
4 F 1.952 7.321 -0.842  -0.42
5 B 1.422 4.955 -1.550  0.55
6 O 2.059 4.461 -0.318  -0.62
7 C 1.250 3.401 0.196  -0.53
8 C 0.287 2.868 -0.936  1.43
9 C 0.649 1.540 -1.655  -0.96
10 C 1.762 0.715 -0.982  -0.48
11 O 1.688 -0.662 -1.390  -0.49
12 P -1.533 3.113 -0.441  -0.04
13 C -2.455 3.830 -1.922  -1.31
14 C -2.359 1.446 -0.177  -0.49
15 C -3.747 1.655 0.519  -1.09
16 O 0.420 3.925 -1.889  -0.79
17 H 0.977 6.210 1.208  0.17
18 H -0.679 5.655 1.382  0.30
19 H -0.354 7.390 1.575  0.32
20 H -1.219 6.210 -0.836  -0.21
21 H -0.592 7.841 -0.609  0.49
22 H 0.768 6.914 -2.423  0.17
23 H 2.117 5.001 -2.561  -0.34
24 H 0.770 3.819 1.102  0.04
25 H 2.014 2.715 0.608  0.16
26 H 0.987 1.763 -2.680  0.24
27 H -0.216 0.861 -1.779  0.22
28 H 2.763 1.099 -1.259  0.35
29 H 1.734 0.730 0.121  0.34
30 H 2.309 -1.178 -0.880  0.27
31 H -2.756 4.870 -1.759  0.32
32 H -1.887 3.748 -2.860  0.35
33 H -3.375 3.221 -2.047  0.47
34 H -2.581 1.025 -1.182  0.29
35 H -1.702 0.740 0.349  0.41
36 H -4.572 1.175 -0.032  0.31
37 H -3.723 1.348 1.573  0.32
38 H -3.975 2.738 0.497  0.28
39 O -0.064 4.795 4.902  -0.56
40 C 0.363 5.867 5.221  0.75
41 O -0.399 6.682 5.974  -0.37
42 C 0.091 7.879 6.577  -0.40
43 C -0.009 9.055 5.628  -0.92
44 C 1.694 6.365 4.726  -0.84
45 H 1.103 7.738 6.960  0.35
46 H -0.547 8.056 7.444  0.30
47 H 0.610 8.910 4.743  0.27
48 H 0.306 9.975 6.125  0.35
49 H -1.037 9.177 5.283  0.28
50 H 1.558 6.871 3.770  0.16
51 H 2.349 5.508 4.581  0.30
52 H 2.200 7.027 5.428  0.33
53 O 4.819 -3.104 0.153  -0.57
54 C 4.094 -3.922 0.651  0.83
55 O 2.774 -3.709 0.665  -0.31
56 C 1.805 -4.703 1.031  -0.28
57 C 1.571 -4.722 2.526  -1.02
58 C 4.647 -5.140 1.342  -1.07
59 H 2.081 -5.680 0.639  0.38
60 H 0.885 -4.417 0.527  0.18
61 H 2.476 -4.998 3.071  0.30
62 H 0.785 -5.433 2.776  0.36
63 H 1.276 -3.732 2.876  0.31
64 H 4.850 -4.898 2.385  0.25
65 H 5.580 -5.416 0.854  0.32
66 H 3.994 -6.009 1.285  0.32
67 O -0.297 -6.709 0.648  -0.56
68 C -1.415 -6.385 0.347  0.91
69 O -2.163 -5.722 1.239  -0.36
70 C -3.413 -5.103 0.917  -0.39
71 C -4.562 -6.081 1.041  -1.00
72 C -2.020 -6.783 -0.970  -1.10
73 H -3.373 -4.630 -0.065  0.37
74 H -3.540 -4.300 1.642  0.34
75 H -4.466 -6.906 0.333  0.27
76 H -5.513 -5.578 0.858  0.36
77 H -4.583 -6.517 2.041  0.30
78 H -2.488 -7.762 -0.873  0.28
79 H -1.224 -6.845 -1.708  0.20
80 H -2.741 -6.066 -1.356  0.38
81 O -2.235 -6.289 -4.269  -0.57
82 C -1.251 -6.104 -4.931  0.82
83 O -0.448 -7.139 -5.218  -0.36
84 C 0.624 -7.068 -6.163  -0.40
85 C 1.899 -6.569 -5.516  -0.96
86 C -0.849 -4.720 -5.366  -1.04
87 H 0.339 -6.475 -7.033  0.37
88 H 0.772 -8.088 -6.518  0.31
89 H 1.788 -5.552 -5.140  0.28
90 H 2.722 -6.585 -6.231  0.35
91 H 2.163 -7.198 -4.665  0.29
92 H -0.236 -4.264 -4.588  0.26
93 H -1.752 -4.128 -5.496  0.33
94 H -0.319 -4.696 -6.315  0.32